(1)
11
Properties=species:S:1:pos:R:3:forces:R:3 method="wB97M-V/def2-TZVPD" relative_energy_kj_mol=148.9 energy_ev=-31163.959 orbital_gap_ev="6.1146 / 7.5475" multiplicity=1
C -0.212 -0.640 -0.042 -0.190 0.289 0.922
C 0.509 0.395 -0.733 1.821 0.501 -2.052
N -1.348 -1.075 -0.544 -3.498 -2.171 3.552
O 0.170 -0.926 1.070 0.297 -0.506 1.159
P 2.120 0.983 -0.043 0.008 0.957 -0.386
I 1.866 -2.146 -2.078 -0.215 0.431 0.051
I -0.297 1.553 -2.317 0.311 -0.687 0.885
H -1.584 -1.186 -1.448 -0.306 0.253 -3.807
H -2.033 -1.643 0.048 2.012 1.140 -0.718
H 1.558 1.018 1.234 0.103 0.199 0.455
H 2.863 -0.179 0.217 -0.344 -0.406 -0.060

(2)
25
Properties=species:S:1:pos:R:3:forces:R:3 method="wB97M-V/def2-TZVPD" total_charge=+1 relative_energy_kj_mol=242.4 energy_ev=-11510.471 orbital_gap_ev=9.0224 multiplicity=1
C -1.489 0.541 -0.231 1.671 0.858 -0.938
C 0.420 1.841 -1.103 1.963 1.459 0.951
C -2.450 -0.172 0.210 -1.218 -0.225 0.528
C 1.956 0.168 0.127 -1.749 -1.991 -0.132
C -2.323 -1.577 0.721 1.115 -0.788 1.479
C -3.841 0.438 0.166 0.456 0.699 -0.584
C 3.395 0.390 0.566 0.246 0.011 -0.067
C 1.860 -1.291 -0.507 -0.185 0.491 0.119
N -0.644 1.246 -0.764 -1.676 -1.168 0.501
N 1.612 1.349 -0.757 1.577 -1.196 -0.020
H 1.126 0.153 0.858 0.907 0.254 0.427
H 0.313 2.898 -1.449 0.419 -1.139 -0.253
H -3.236 -1.939 1.261 0.696 0.643 -0.554
H -1.456 -1.662 1.494 -1.353 -0.078 -1.605
H -2.179 -2.236 -0.157 0.167 0.102 0.654
H -3.971 1.165 -0.710 -0.060 -1.281 1.207
H -3.985 1.003 1.107 -0.318 -0.497 -0.450
H -4.411 -0.494 0.115 -0.904 0.853 -0.157
H 3.869 0.582 -0.452 0.485 -0.612 1.575
H 3.890 -0.408 1.230 -0.911 0.875 -1.626
H 3.457 1.290 1.158 0.179 0.531 0.063
H 0.784 -1.541 -0.684 0.976 0.049 -0.196
H 2.270 -2.043 0.227 -0.492 0.965 -0.603
H 2.481 -1.380 -1.425 -0.605 0.080 0.434
H 2.554 1.679 -1.000 -1.387 1.104 -0.754

(3)
116
Properties=species:S:1:pos:R:3:forces:R:3 method="wB97M-V/def2-TZVPD" total_charge=+3 relative_energy_kj_mol=86.1 s_squared=0.760 energy_ev=-100258.477 orbital_gap_ev="6.4356 / 6.5656" multiplicity=2
W 0.174 0.768 0.483 0.020 0.734 0.167
N 0.099 0.933 2.785 -0.099 -0.047 0.075
C -1.050 0.826 3.702 0.071 0.055 -0.096
C -0.761 0.709 5.056 -0.076 0.081 0.032
C -1.787 0.589 5.976 -0.070 -0.021 -0.024
C -3.106 0.580 5.535 0.064 0.015 -0.015
C -3.384 0.728 4.188 0.010 0.040 0.043
C -2.360 0.878 3.249 0.028 -0.011 -0.127
C -2.688 1.061 1.819 -0.111 -0.153 -0.010
C -3.849 1.699 1.408 -0.188 0.022 0.065
C -4.162 1.857 0.055 0.031 -0.044 0.016
C -3.334 1.346 -0.923 0.096 -0.122 0.021
C -2.158 0.701 -0.521 0.083 -0.320 -0.487
C -1.843 0.608 0.815 0.219 0.055 0.538
H 0.788 0.241 3.102 -0.025 0.123 0.020
H 0.552 1.827 2.966 -0.061 -0.097 0.139
H 0.270 0.711 5.392 0.019 -0.012 -0.012
H -1.561 0.491 7.028 0.002 0.012 0.026
H -3.916 0.463 6.241 -0.010 -0.007 0.019
H -4.412 0.711 3.855 -0.010 -0.002 -0.011
H -4.521 2.110 2.151 -0.008 0.014 -0.021
H -5.074 2.366 -0.223 -0.025 0.010 -0.001
H -3.600 1.398 -1.969 -0.015 0.012 -0.013
H -1.551 0.200 -1.291 0.042 0.066 0.057
C 0.862 -4.301 -4.761 0.011 -0.011 -0.047
C -0.044 -3.461 -3.851 0.051 0.054 0.073
C -1.517 -3.800 -4.139 -0.025 0.001 0.023
C 0.251 -3.759 -2.389 -0.031 -0.137 0.074
C 0.429 -5.065 -1.940 0.011 0.004 -0.025
C 0.580 -5.372 -0.597 0.003 0.042 0.031
C 0.531 -4.362 0.344 -0.057 -0.056 -0.103
C 0.373 -3.037 -0.064 0.070 -0.097 0.104
P -0.020 -1.818 1.213 -0.495 0.141 -0.123
C -1.668 -2.421 1.709 0.117 -0.114 0.177
C -2.714 -2.289 0.793 -0.027 -0.097 -0.051
C -3.957 -2.836 1.058 0.006 0.001 0.028
C -4.173 -3.537 2.238 -0.007 0.002 -0.007
C -3.126 -3.725 3.125 0.030 0.033 -0.023
C -1.876 -3.181 2.860 -0.033 0.081 0.029
C 1.142 -2.152 2.568 0.158 -0.216 -0.083
C 0.824 -1.882 3.901 -0.009 0.062 0.017
C 1.731 -2.158 4.915 -0.006 0.009 -0.063
C 2.962 -2.723 4.613 0.045 -0.018 -0.028
C 3.283 -3.013 3.292 -0.049 0.037 0.062
C 2.383 -2.728 2.280 -0.049 -0.057 0.010
C 0.251 -2.766 -1.419 -0.012 0.173 -0.219
O 0.092 -1.426 -1.752 -0.005 0.080 0.125
C 0.240 -1.052 -3.076 0.014 -0.201 0.071
C 0.484 0.296 -3.301 -0.063 0.124 -0.253
C 0.670 0.743 -4.613 -0.029 -0.065 -0.001
C 0.565 -0.144 -5.664 -0.019 -0.018 0.078
C 0.321 -1.484 -5.402 0.021 -0.019 -0.020
C 0.180 -1.980 -4.109 0.030 0.078 -0.130
P 0.786 1.487 -1.989 0.016 0.091 0.232
C -0.154 2.967 -2.432 0.053 0.097 0.008
C 0.150 4.204 -1.855 0.040 -0.009 0.013
C -0.588 5.330 -2.172 -0.058 -0.043 -0.043
C -1.660 5.231 -3.054 0.033 0.035 0.032
C -1.987 4.006 -3.609 0.031 -0.054 0.010
C -1.239 2.876 -3.300 -0.068 0.039 -0.016
C 2.576 1.755 -2.177 0.043 -0.128 -0.253
C 3.342 0.603 -2.410 0.000 -0.013 -0.077
C 4.717 0.680 -2.559 -0.005 0.071 0.029
C 5.346 1.919 -2.509 0.006 -0.055 -0.009
C 4.591 3.066 -2.328 -0.079 0.009 0.017
C 3.212 2.990 -2.161 0.136 0.014 0.085
H 0.698 -5.364 -4.602 -0.005 -0.008 0.003
H 1.916 -4.084 -4.591 0.004 0.010 0.015
H 0.638 -4.119 -5.810 -0.003 -0.005 -0.008
H -1.704 -4.860 -3.963 -0.001 -0.017 0.002
H -1.757 -3.579 -5.179 -0.011 -0.002 -0.017
H -2.192 -3.225 -3.502 0.005 0.014 0.013
H 0.430 -5.874 -2.657 -0.008 -0.010 -0.008
H 0.706 -6.399 -0.286 0.001 -0.018 -0.003
H 0.588 -4.609 1.395 0.006 0.017 0.026
H -2.560 -1.810 -0.162 0.044 0.103 -0.040
H -4.755 -2.730 0.335 -0.010 0.001 -0.005
H -5.145 -3.960 2.450 -0.010 -0.013 -0.012
H -3.270 -4.312 4.022 -0.010 -0.005 0.023
H -1.073 -3.386 3.551 0.044 0.025 0.025
H -0.144 -1.477 4.164 -0.005 -0.078 -0.012
H 1.464 -1.954 5.943 -0.006 0.000 0.027
H 3.661 -2.955 5.404 0.008 -0.003 0.014
H 4.231 -3.476 3.054 0.023 -0.010 0.001
H 2.633 -2.991 1.261 0.004 0.007 -0.006
H 0.904 1.783 -4.804 -0.012 0.019 0.009
H 0.688 0.198 -6.682 0.004 0.000 -0.019
H 0.252 -2.168 -6.236 0.004 -0.002 -0.011
H 0.965 4.296 -1.150 -0.019 -0.008 0.018
H -0.325 6.287 -1.743 0.009 0.015 0.010
H -2.232 6.113 -3.310 -0.008 0.011 -0.010
H -2.815 3.925 -4.299 -0.015 -0.003 0.000
H -1.508 1.932 -3.755 0.028 -0.022 -0.011
H 2.861 -0.360 -2.582 -0.006 0.018 0.056
H 5.291 -0.216 -2.754 0.010 -0.014 -0.007
H 6.416 1.989 -2.647 0.021 0.004 0.005
H 5.073 4.034 -2.330 0.002 0.018 -0.001
H 2.656 3.907 -2.047 0.007 -0.010 -0.011
O -0.630 2.723 0.464 -0.204 -0.112 0.217
N -0.198 3.691 1.281 -0.222 -0.011 -0.203
C -1.062 4.679 1.591 0.233 -0.009 0.017
C -0.615 5.726 2.360 -0.109 -0.023 -0.042
C 0.710 5.743 2.794 0.027 -0.016 -0.001
C 1.566 4.711 2.453 -0.043 0.040 -0.042
C 1.086 3.668 1.671 -0.002 0.034 0.052
S 1.976 2.295 1.102 0.416 0.042 -0.003
H -2.055 4.557 1.187 -0.028 0.023 0.021
H -1.306 6.517 2.614 0.029 0.023 0.027
H 1.070 6.559 3.405 0.001 0.018 0.000
H 2.598 4.702 2.774 0.006 -0.020 0.017
C 3.485 -0.230 0.912 -0.066 -0.018 -0.145
O 2.168 -0.278 0.260 -0.024 -0.315 -0.292
H 4.047 0.617 0.526 0.016 0.011 0.018
H 3.985 -1.165 0.674 0.058 0.035 0.040
H 3.326 -0.152 1.981 -0.016 0.020 -0.005
H 2.338 -0.402 -0.690 0.047 -0.034 0.104

(4)
9
Properties=species:S:1:pos:R:3:forces:R:3 method="wB97M-V/def2-TZVPD" relative_energy_kj_mol=107.4 energy_ev=-5692.117 smiles="CNC=O" orbital_gap_ev=10.9720 multiplicity=1
C -1.047 0.183 0.294 -0.017 -0.043 0.307
N 0.178 0.418 -0.499 -0.615 -0.586 0.325
C 1.369 -0.217 -0.084 -0.248 -0.284 0.270
O 1.433 -1.032 0.806 0.023 0.518 -0.096
H -0.759 -0.251 1.245 -0.224 0.150 0.226
H -1.569 1.140 0.401 0.148 -0.213 0.243
H -1.755 -0.513 -0.192 0.467 0.155 0.096
H -0.148 0.120 -1.398 1.038 0.468 -1.151
H 2.299 0.152 -0.573 -0.573 -0.165 -0.221

(5)
60
Properties=species:S:1:pos:R:3:forces:R:3 method="wB97M-V/def2-TZVPD" relative_energy_kj_mol=0.0 energy_ev=-51417.201 smiles="CCOC(=O)c1c(C)[nH]c(C)c1C(=O)COC(=O)c1ccc(S(=O)(=O)N(CC)CC)cc1" orbital_gap_ev=8.5681 multiplicity=1
C 2.220 3.237 0.503 -0.045 -0.287 0.354
C 2.285 2.863 1.976 0.355 0.535 -0.145
H 3.318 2.932 2.334 -0.215 0.036 0.017
H 1.640 3.514 2.571 0.099 -0.088 -0.032
O 1.802 1.543 2.226 -0.209 -0.268 -0.029
C 2.695 0.541 2.132 -0.010 0.081 0.280
O 3.841 0.706 1.787 -0.026 0.014 -0.077
C 2.128 -0.737 2.567 -0.331 -0.251 0.300
C 1.039 -0.894 3.403 0.251 0.447 -0.301
N 0.955 -2.215 3.719 -0.087 -0.049 0.100
C 1.961 -2.922 3.135 0.510 -0.009 -0.458
C 2.713 -2.038 2.386 -0.412 -0.128 0.738
C 3.796 -2.457 1.498 -0.168 0.108 -0.351
O 4.524 -3.396 1.735 0.142 0.042 -0.089
C 3.909 -1.701 0.182 0.819 -0.050 -0.222
H 4.316 -2.366 -0.586 -0.113 0.048 0.157
H 4.588 -0.848 0.304 -0.140 -0.241 -0.020
O 2.620 -1.235 -0.197 -0.197 -0.161 0.046
C 2.555 -0.155 -0.977 0.176 0.218 -0.302
O 3.507 0.376 -1.490 -0.069 -0.105 0.036
C 1.153 0.330 -1.124 -0.215 0.089 -0.022
C 0.890 1.327 -2.061 0.036 -0.185 0.100
C -0.386 1.849 -2.173 0.054 0.112 -0.076
C -1.385 1.374 -1.344 -0.540 0.292 0.002
C -1.137 0.386 -0.410 -0.116 -0.046 0.104
C 0.136 -0.143 -0.297 0.099 0.026 -0.166
H 0.356 -0.905 0.433 0.004 -0.060 0.081
H -1.941 0.064 0.233 -0.039 -0.092 0.136
S -3.053 2.030 -1.493 -0.139 -0.123 -0.026
O -3.657 1.980 -0.194 0.122 -0.272 0.011
O -2.979 3.285 -2.179 0.239 -0.124 -0.204
N -3.872 0.969 -2.466 0.337 0.815 0.711
C -3.577 1.018 -3.879 0.273 0.079 -0.584
C -2.532 0.009 -4.353 -0.222 0.114 0.129
H -2.904 -1.009 -4.264 0.023 -0.143 -0.019
H -2.303 0.196 -5.399 0.041 -0.028 -0.112
H -1.614 0.097 -3.776 0.075 -0.056 -0.018
H -4.509 0.870 -4.433 0.051 0.105 0.058
H -3.233 2.036 -4.063 -0.133 -0.099 -0.254
C -4.308 -0.270 -1.865 -0.211 -0.415 0.362
C -5.644 -0.742 -2.427 0.305 0.145 0.049
H -5.547 -1.051 -3.465 -0.061 -0.063 -0.124
H -6.003 -1.588 -1.848 -0.037 -0.097 0.005
H -6.374 0.061 -2.367 -0.115 0.066 -0.001
H -3.550 -1.058 -1.982 -0.043 0.058 0.053
H -4.420 -0.047 -0.803 -0.019 -0.261 -0.058
H -0.620 2.634 -2.875 0.056 0.096 -0.107
H 1.700 1.686 -2.678 0.060 0.050 -0.036
C 2.089 -4.388 3.315 -0.036 -0.059 -0.022
H 2.329 -4.622 4.352 0.044 -0.076 0.048
H 2.895 -4.760 2.689 -0.020 -0.054 0.035
H 1.160 -4.896 3.055 -0.046 -0.073 -0.001
H 0.254 -2.615 4.323 0.079 0.075 -0.068
C 0.070 0.092 3.942 -0.043 0.073 0.043
H 0.594 0.908 4.435 -0.060 0.036 0.050
H -0.599 -0.383 4.656 -0.072 0.008 0.060
H -0.518 0.529 3.136 -0.066 0.039 0.021
H 2.545 4.266 0.381 0.022 0.136 -0.035
H 2.876 2.592 -0.077 0.069 -0.018 -0.081
H 1.202 3.138 0.133 -0.085 0.042 -0.049

(6)
9
Properties=species:S:1:pos:R:3:forces:R:3 method="wB97M-V/def2-TZVPD" relative_energy_kj_mol=189.9 energy_ev=-14962.678 smiles=N#CCOP orbital_gap_ev=10.0078 multiplicity=1
C 2.396 -0.147 -0.061 1.972 -0.278 -1.892
C 1.139 0.326 0.397 -3.225 0.629 -4.900
N 3.394 -0.442 -0.569 -1.040 0.169 0.865
O -0.017 -0.445 -0.524 4.461 1.400 2.582
P -1.432 -0.759 0.252 -0.170 1.533 -0.554
H 1.090 0.152 1.397 -1.017 -0.563 2.956
H 0.911 1.399 0.098 0.680 -1.347 0.640
H -1.949 0.576 -0.136 -0.422 -0.982 0.567
H -1.730 -1.314 -0.982 -1.239 -0.560 -0.264

(7)
13
Properties=species:S:1:pos:R:3:forces:R:3 method="wB97M-V/def2-TZVPD" relative_energy_kj_mol=202.8 energy_ev=-10282.695 smiles="[H]/N=C/OCC(N)=O" orbital_gap_ev=10.7432 multiplicity=1
N 0.188 -1.385 0.834 0.049 -0.009 0.058
C 0.431 -0.189 1.435 0.013 0.036 0.116
O 0.518 -0.050 2.641 0.015 -0.033 -0.387
C 0.587 0.997 0.474 0.105 0.158 0.070
O -0.690 1.322 -0.129 -0.224 -0.366 -0.121
C -0.968 0.627 -1.237 0.452 -2.241 0.414
N -0.113 -0.030 -1.901 1.315 0.945 -0.871
H 0.147 -2.205 1.422 -0.037 0.130 -0.104
H 0.231 -1.479 -0.170 0.054 0.020 0.174
H 1.321 0.775 -0.307 -0.104 0.111 0.161
H 0.890 1.859 1.064 -0.120 -0.040 -0.100
H -1.912 0.134 -1.404 -1.681 1.808 0.458
H -0.599 -0.380 -2.721 0.163 -0.520 0.132

(8)
41
Properties=species:S:1:pos:R:3:forces:R:3 method="wB97M-V/def2-TZVPD" relative_energy_kj_mol=12.8 energy_ev=-32605.768 smiles="Cc1nn(C(=O)c2ccco2)c(C)c1CN1C(=O)c2ccccc2C1=O" orbital_gap_ev=8.5594 multiplicity=1
O 3.089 -0.724 3.675 -0.978 0.649 -0.237
O -2.921 -2.314 -0.747 0.135 1.177 -0.178
O -1.092 1.792 -1.319 -1.083 -2.373 -0.206
N 0.555 -1.584 2.845 -0.108 -0.009 -0.896
O 3.230 1.371 0.902 0.380 0.421 -0.762
C 2.436 -0.030 2.920 1.089 -1.287 -0.016
C -2.451 -1.312 -1.286 -1.531 -5.073 1.736
C -1.541 0.652 -1.545 2.043 4.242 0.795
C -0.604 -1.608 2.195 1.909 1.781 0.756
C 4.236 2.325 0.663 -0.458 -0.407 1.672
C 4.809 2.686 1.838 -0.992 -1.203 0.254
C 4.136 1.893 2.842 0.505 -0.232 0.637
C 3.195 1.088 2.261 1.103 1.863 -0.784
C 0.187 0.436 1.845 0.677 0.564 0.150
C -0.895 -0.338 1.581 -0.092 -0.909 0.233
C -2.045 -1.597 -5.066 -0.759 -1.037 1.561
C -1.401 -0.396 -5.221 0.760 0.759 -0.094
C -2.447 -2.069 -3.787 0.696 0.845 -0.756
C -1.142 0.434 -4.127 -0.303 0.146 1.284
C -2.186 -1.248 -2.714 0.249 2.202 -0.420
C -1.617 0.020 -2.851 0.731 -0.651 -3.193
N 1.111 -0.353 2.575 -1.548 1.236 -0.882
N -2.010 -0.229 -0.605 -0.541 0.687 -0.345
C -1.410 -2.796 2.169 -1.726 -1.104 0.818
C 0.317 1.903 1.536 0.148 -0.765 -0.628
C -2.160 0.010 0.823 0.637 0.291 0.887
H 4.523 2.747 -0.291 -0.829 -0.768 -0.367
H 5.653 3.342 1.979 -0.175 0.074 0.006
H 4.434 1.858 3.885 -0.288 -0.004 -0.160
H -2.252 -2.234 -5.900 0.023 -0.166 -0.483
H -1.019 -0.108 -6.208 -0.295 -0.072 0.436
H -2.894 -3.026 -3.648 -0.309 -0.512 0.002
H -0.571 1.361 -4.252 -0.395 -0.317 0.130
H -1.490 -3.242 3.176 0.110 0.101 -0.418
H -2.424 -2.584 1.808 0.241 -0.093 0.081
H -0.998 -3.527 1.505 0.277 -0.527 -0.398
H 0.903 2.083 0.638 -0.074 -0.122 -0.181
H -0.670 2.319 1.360 0.018 0.055 0.104
H 0.825 2.427 2.309 0.238 0.487 0.875
H -2.360 1.066 0.971 0.029 0.239 -0.284
H -3.039 -0.494 1.265 0.484 -0.189 -0.728

- Among the records above, which one has the highest multiplicity?
  C57H50N2O3P2SW